Record 1
{
  "formula": "C19H48NO6",
  "method": "the ωB97M-V functional and the def2-TZVPD basis",
  "symbols": ["C", "C", "O", "H", "H", "H", "H", "H", "C", "C", "O", "H", "H", "H", "H", "H", "H", "C", "C", "O", "H", "H", "H", "H", "H", "H", "C", "C", "O", "H", "H", "H", "H", "H", "H", "C", "C", "O", "H", "H", "H", "H", "H", "H", "C", "C", "C", "C", "C", "C", "N", "O", "C", "C", "C", "H", "H", "H", "H", "H", "H", "H", "H", "H", "H", "H", "H", "H", "H", "H", "H", "H", "H", "H"],
  "xyz": [[1.60556, -0.75294, -1.26903], [2.34881, -2.08122, -1.03682], [1.87375, -2.68654, 0.10408], [1.75322, -0.07225, -0.43166], [0.47481, -0.84792, -1.33151], [1.82756, -0.32947, -2.22754], [3.37043, -1.91384, -0.93831], [2.26255, -2.84080, -1.79574], [-1.98678, -1.37718, -3.34809], [-1.56478, -2.82705, -2.92837], [-2.71262, -3.64152, -2.88298], [-1.13217, -0.76792, -3.38645], [-2.78365, -0.95549, -2.70142], [-2.34288, -1.46083, -4.38826], [-1.13817, -2.64981, -1.96841], [-0.80233, -3.25215, -3.58946], [-2.47909, -4.28344, -2.21187], [1.80383, -5.33704, 1.65502], [2.97678, -5.34648, 0.67316], [2.56432, -5.45076, -0.68538], [1.03791, -4.64551, 1.45065], [2.14009, -4.96497, 2.62969], [1.18134, -6.26536, 1.83181], [3.70951, -6.05957, 0.93033], [3.53790, -4.38253, 0.76941], [2.27880, -4.51719, -0.82833], [-2.27036, -0.87073, 0.84382], [-0.92461, -1.43935, 1.28932], [-0.68305, -2.71984, 0.71905], [-2.35897, 0.19245, 1.19181], [-3.09707, -1.44480, 1.26346], [-2.32398, -0.99687, -0.23545], [-0.98176, -1.53385, 2.37506], [-0.13401, -0.75591, 0.94556], [0.23081, -2.83117, 0.41407], [3.94292, 0.44343, 1.32208], [2.79109, 0.09933, 2.24352], [2.58602, -1.31422, 2.34060], [4.02505, 1.48907, 1.13739], [3.84239, -0.11999, 0.43104], [4.90738, 0.12752, 1.72024], [1.86973, 0.52466, 1.91448], [2.93655, 0.45680, 3.24389], [2.33993, -1.66879, 1.43943], [-0.70356, 4.65836, 1.74618], [-0.71479, 3.17568, 1.35306], [0.56462, 2.74151, 0.64644], [0.56368, 3.05145, -0.80675], [-0.62747, 2.28944, -1.43003], [-1.94526, 2.84033, -0.94784], [-1.92436, 3.01426, 0.50743], [-3.04271, 3.35224, 0.96284], [-2.18617, 4.22127, -1.59004], [-3.07796, 1.92553, -1.36199], [-0.89880, 2.37084, 2.62274], [-0.67614, 5.28858, 0.86911], [0.18809, 4.91331, 2.30513], [-1.59049, 5.12157, 2.30095], [1.38797, 3.23907, 1.17715], [0.63226, 1.62927, 0.81265], [0.60296, 4.11206, -0.95504], [1.43437, 2.63464, -1.25880], [-0.48112, 2.39244, -2.52104], [-0.60725, 1.22107, -1.14613], [-3.60369, 2.65379, 0.77880], [-2.23016, 4.15602, -2.63883], [-1.50317, 5.02408, -1.32093], [-3.25082, 4.50881, -1.28674], [-3.29687, 1.98488, -2.41444], [-4.07432, 2.14547, -0.89005], [-2.73736, 0.91759, -1.18147], [-1.61387, 2.79906, 3.35927], [0.04904, 2.36130, 3.18536], [-1.13939, 1.32813, 2.42914]],
  "atomic_forces_ev_per_a": [[-1.586, -0.762, -0.462], [-2.632, -0.200, 1.150], [-0.146, -0.054, 0.834], [0.397, 0.152, -0.126], [1.127, -0.541, 0.270], [0.640, 0.791, -0.565], [2.404, 0.792, -0.018], [-0.248, 0.215, -1.620], [-1.112, -2.151, -0.943], [-0.378, 2.318, -0.551], [0.074, -0.265, 0.216], [1.159, 1.022, 0.235], [0.577, -0.381, -0.321], [-0.263, 0.330, 0.309], [0.463, -0.615, 1.087], [-0.052, 0.205, -0.103], [-0.406, -0.432, 0.166], [-0.062, -1.088, 1.205], [-0.714, 1.844, 0.185], [0.048, 0.614, 0.127], [-0.619, 1.229, -1.019], [0.256, -0.380, 0.091], [1.282, 0.324, -0.389], [0.608, -1.521, -0.011], [-0.694, -0.487, 0.204], [-0.144, -0.658, 0.044], [0.223, 0.098, 0.275], [0.060, -0.560, -0.577], [-2.106, 0.209, 0.407], [-0.035, -0.827, -0.609], [-0.024, -0.037, 0.088], [-0.149, 0.424, -0.181], [0.579, 0.198, 0.207], [-0.003, -0.034, 0.526], [1.484, 0.519, -0.166], [0.389, -0.478, 1.092], [0.140, -1.725, -0.091], [0.402, 0.738, 0.014], [-0.111, 0.967, -0.386], [-0.253, -0.259, -1.189], [-0.025, -0.085, 0.379], [-0.686, 0.674, -0.495], [0.301, 0.269, 0.665], [-0.131, -0.543, 0.114], [-0.321, 1.510, 0.407], [-2.396, 1.058, 0.503], [-0.245, -0.786, 1.222], [-0.637, -1.439, -0.010], [0.758, 0.426, -0.227], [0.490, 2.095, -0.263], [7.573, -3.939, -3.783], [-4.729, 4.624, 3.721], [-2.199, 0.379, 1.244], [-0.751, -0.222, 0.331], [0.446, -0.116, 1.467], [0.233, 0.091, -0.611], [0.269, -0.005, 0.401], [0.933, -1.414, -0.479], [-0.022, -0.318, -0.038], [0.184, 1.047, -0.307], [-0.417, 0.663, -0.428], [0.945, -0.205, -0.318], [-0.687, -0.312, 0.303], [0.476, 0.369, -0.187], [-2.192, -2.283, 0.123], [0.118, -0.177, -1.559], [0.095, -0.180, 0.249], [1.415, 0.059, -0.226], [0.183, 0.214, -0.592], [0.943, -0.306, -0.191], [-0.442, -0.445, 0.301], [0.084, -0.214, -0.816], [-0.052, -0.014, -0.213], [-0.090, -0.011, -0.091]],
  "lowdin_charge": [-0.079, -0.415, -0.340, 0.040, 0.065, 0.053, 0.068, 0.085, -0.074, -0.312, -0.073, 0.035, 0.068, 0.069, 0.073, 0.114, 0.081, -0.090, -0.327, -0.108, 0.020, 0.071, 0.080, 0.077, 0.110, 0.046, -0.084, -0.321, -0.107, 0.061, 0.070, 0.047, 0.108, 0.085, 0.004, -0.074, -0.318, -0.113, 0.055, 0.039, 0.074, 0.054, 0.098, 0.034, -0.043, -0.484, -0.145, -0.164, -0.114, -0.513, -0.203, 0.027, -0.031, -0.024, -0.034, 0.060, 0.072, 0.107, 0.129, 0.103, 0.105, 0.099, 0.132, 0.110, 0.057, 0.054, 0.069, 0.104, 0.085, 0.104, 0.044, 0.092, 0.090, 0.063],
  "total_charge": -1,
  "orbital_gap_ev": 7.3,
  "lumo_energy_ev": 2.55
}

---

Record 2
{
  "formula": "C19H52F2N15O21S4",
  "method": "the ωB97M-V functional and the def2-TZVPD basis",
  "symbols": ["N", "S", "O", "O", "F", "S", "O", "O", "F", "C", "O", "N", "N", "H", "H", "H", "H", "C", "O", "N", "N", "H", "H", "H", "H", "C", "O", "N", "N", "H", "H", "H", "H", "C", "O", "N", "N", "H", "H", "H", "H", "C", "O", "N", "N", "H", "H", "H", "H", "C", "O", "N", "N", "H", "H", "H", "H", "C", "O", "N", "N", "H", "H", "H", "H", "C", "C", "O", "S", "O", "O", "O", "H", "H", "H", "H", "C", "C", "O", "S", "O", "O", "O", "H", "H", "H", "H", "C", "C", "C", "O", "C", "H", "H", "H", "H", "H", "H", "H", "H", "C", "C", "C", "O", "C", "H", "H", "H", "H", "H", "H", "H", "H"],
  "xyz": [[-0.18966, 1.23420, -0.42772], [-1.00841, 0.41212, -1.42352], [-2.30196, -0.14721, -1.03246], [-0.26845, -0.38757, -2.43576], [-1.43528, 1.67648, -2.30158], [0.25692, -0.14626, 0.44297], [1.39091, -0.90714, -0.10407], [-0.70264, -0.76926, 1.34656], [0.99776, 0.76961, 1.57854], [-2.39655, 5.43645, 2.08834], [-2.95793, 6.47470, 2.35850], [-1.18893, 5.21253, 1.80028], [-3.00621, 4.30731, 2.08526], [-0.57219, 6.01177, 1.76937], [-0.89798, 4.42158, 1.24363], [-2.42335, 3.52883, 1.81260], [-3.92092, 4.22999, 2.50650], [3.95684, -1.45911, -7.41774], [4.26022, -1.70886, -8.59539], [4.41731, -0.48809, -6.73216], [2.94898, -2.03532, -6.84348], [4.91165, 0.21445, -7.26334], [4.03184, -0.14785, -5.86281], [2.43449, -2.79206, -7.27096], [2.73371, -1.75083, -5.89858], [3.48447, 4.17733, -2.48494], [4.50948, 4.13592, -3.15822], [2.23225, 4.47113, -2.80595], [3.43469, 3.90835, -1.19461], [1.60258, 4.18036, -2.07174], [1.82699, 4.86912, -3.64110], [4.31700, 3.77778, -0.72072], [2.51887, 3.68285, -0.83331], [3.35121, 4.63056, 5.89841], [3.96162, 5.01697, 6.90130], [3.90806, 3.98128, 4.93800], [2.09031, 4.89541, 5.75304], [3.32101, 3.58992, 4.21529], [4.85397, 3.69016, 5.13949], [1.49976, 4.64736, 4.97213], [1.84816, 5.71403, 6.29279], [-7.87296, -1.27581, -4.96515], [-7.29358, -1.62586, -5.97137], [-9.12598, -0.90098, -4.80270], [-7.42635, -1.42200, -3.74955], [-9.41747, -0.60084, -3.88344], [-9.75814, -0.77813, -5.58076], [-8.01221, -1.04889, -3.01630], [-6.48211, -1.71778, -3.54700], [-2.82314, -0.60302, -9.23061], [-1.88821, -0.32489, -9.95731], [-4.10646, -0.72245, -9.56546], [-2.70702, -0.68941, -7.90933], [-4.44888, -0.60924, -10.50888], [-4.74972, -0.89197, -8.80548], [-1.87931, -0.37478, -7.42353], [-3.54497, -0.93250, -7.40056], [-5.62434, -3.99060, 4.07281], [-6.78826, -4.41871, 4.10374], [-4.99898, -3.74340, 2.92641], [-4.80414, -3.86060, 5.05811], [-4.07684, -3.34499, 2.82139], [-5.52737, -3.84410, 2.07157], [-5.14109, -4.27794, 5.91391], [-3.84212, -3.61579, 4.87190], [-6.96478, 5.60280, -2.18309], [-7.55705, 4.39965, -2.92333], [-7.99706, 4.96580, -4.08989], [-8.59324, 6.46759, -3.93740], [-9.94974, 6.54769, -3.41497], [-8.22226, 7.31161, -5.07897], [-7.57468, 6.75263, -2.70245], [-5.95998, 5.85528, -2.52180], [-7.01994, 5.43603, -1.10733], [-8.32267, 3.85936, -2.36654], [-6.80602, 3.63531, -3.12291], [2.16625, -5.86682, -2.77040], [2.42478, -6.67244, -1.52114], [1.23592, -6.83861, -0.74346], [-0.05160, -6.41928, -1.73273], [-0.61366, -5.14325, -1.27441], [-0.92033, -7.55061, -1.89627], [0.82876, -6.18844, -3.09210], [2.78341, -6.09835, -3.63850], [2.22874, -4.80233, -2.54445], [3.12155, -6.03515, -0.97665], [2.72704, -7.68385, -1.79281], [2.59072, -2.38867, 8.80072], [2.31926, -3.89122, 8.57210], [1.26991, -3.81107, 7.47532], [1.82518, -2.82257, 6.60536], [2.45736, -1.73180, 7.37272], [3.57923, -2.23075, 9.23200], [1.88918, -2.05614, 9.56582], [2.01577, -4.37007, 9.50306], [3.15511, -4.39525, 8.08690], [0.27722, -3.42000, 7.69830], [1.17263, -4.70451, 6.85855], [1.88324, -0.80570, 7.34398], [3.42255, -1.67255, 6.86975], [9.30026, -1.12645, 2.44816], [9.41054, -1.30854, 3.99890], [8.86599, -0.01238, 4.55153], [8.38301, 0.63864, 3.39382], [8.16697, -0.18001, 2.26843], [9.17331, -2.07897, 1.93368], [10.17182, -0.63052, 2.02093], [10.38392, -1.52196, 4.44060], [8.84826, -2.18973, 4.30785], [9.57689, 0.62991, 5.07133], [7.99092, -0.10494, 5.19479], [8.19200, 0.43253, 1.36717], [7.22438, -0.72621, 2.30460]],
  "atomic_forces_ev_per_a": [[1.065, -2.572, 2.521], [-3.732, -1.719, -7.521], [1.891, 0.786, 0.180], [-1.103, 1.390, 2.525], [-0.217, 0.416, -0.089], [4.011, 0.124, 4.721], [-2.739, 1.327, 0.603], [0.620, 0.435, -2.395], [0.217, 0.043, -0.523], [-4.006, 2.110, 1.133], [0.100, 1.826, 0.510], [8.191, 1.278, -1.823], [-3.350, -4.595, -0.026], [-0.046, -0.125, -0.229], [-0.027, 0.187, 0.257], [-1.117, -0.542, 0.529], [0.284, -0.264, -0.395], [-0.952, -1.695, -5.292], [0.655, 0.004, 0.704], [3.381, 4.983, 2.427], [-3.154, -2.552, 2.436], [0.170, -0.227, 0.196], [-0.056, -0.296, -0.260], [0.336, 0.276, 0.079], [-0.403, -0.468, -0.247], [1.893, -0.028, -1.540], [-0.677, 0.550, -0.054], [-3.090, 0.680, -1.681], [1.330, -0.855, 3.131], [-0.589, 0.612, -0.988], [0.632, -0.453, 0.019], [-0.558, -0.464, 0.168], [1.019, -0.173, 0.925], [1.799, 1.307, 3.272], [0.177, 0.011, -0.198], [2.028, -2.247, -2.727], [-4.298, 1.613, 0.142], [0.704, -0.196, -0.007], [-0.239, -0.317, -0.543], [0.370, 0.120, 0.088], [-0.560, -0.331, -0.041], [0.492, -1.571, -1.160], [0.100, 0.427, -0.933], [-4.070, 1.679, -1.511], [2.946, -0.321, 3.939], [-0.403, -0.032, -0.750], [0.272, 0.080, 0.209], [0.970, -0.445, 0.240], [-0.227, 0.202, -0.072], [1.375, 1.331, -0.514], [0.040, -0.187, -0.711], [-2.221, -0.518, -1.133], [0.310, -0.540, 2.583], [0.288, -0.135, 0.349], [-0.269, 0.093, -0.725], [-0.249, -0.262, -0.252], [0.667, 0.198, 0.464], [-2.698, -1.547, -2.622], [0.848, 0.591, 0.544], [0.284, 0.673, -3.396], [1.439, 0.259, 4.195], [-0.266, -0.100, 0.210], [0.080, 0.091, 0.278], [0.638, 0.347, 0.145], [-0.284, -0.286, 0.605], [1.477, -0.641, -0.293], [0.912, -0.322, 1.653], [-1.873, 0.671, -3.037], [0.409, 1.699, 0.519], [1.989, -0.765, -1.101], [-0.704, -2.361, 2.325], [-2.226, 1.445, -0.314], [0.578, -1.172, 0.612], [-0.219, 0.718, -0.006], [-0.489, 0.444, 0.020], [0.175, 0.281, -0.373], [-0.679, 0.610, 0.221], [1.081, -0.183, 0.135], [-1.449, 1.097, -1.829], [-0.797, 1.640, 1.117], [1.439, -2.679, -0.979], [1.040, 0.912, -0.064], [-1.653, -0.598, 0.473], [0.034, -0.199, 0.272], [0.015, 0.134, -0.130], [0.319, -0.885, 0.527], [0.609, 0.156, 0.274], [0.592, -0.015, -0.205], [-0.577, 0.659, -0.259], [0.211, 0.833, -0.913], [0.164, 0.994, -0.315], [-0.291, -2.728, 0.552], [0.084, 0.089, -0.095], [-0.231, 0.421, -0.343], [0.058, -0.207, -0.159], [0.217, -0.046, 0.418], [-0.216, -0.440, 0.885], [-0.035, -0.113, 0.202], [-0.004, -0.109, -0.075], [0.030, 0.662, 0.315], [1.369, -1.069, -0.103], [0.308, -0.885, -0.034], [-1.182, -0.099, -0.710], [-0.852, 2.794, -0.195], [0.102, -0.454, 1.090], [0.033, -0.048, 0.028], [0.318, -0.192, 0.226], [0.395, 0.148, -0.651], [-0.479, 0.142, -0.063], [0.190, 0.001, -0.294], [0.113, -0.473, 0.440], [0.106, -0.010, 0.134], [-0.440, 0.155, 0.134]],
  "lowdin_charge": [-0.278, 0.414, -0.311, -0.326, -0.226, 0.578, -0.295, -0.292, -0.263, -0.849, 0.039, 0.164, 0.162, 0.126, 0.118, 0.114, 0.127, -0.798, -0.004, 0.164, 0.162, 0.126, 0.119, 0.123, 0.109, -0.735, 0.021, 0.149, 0.135, 0.091, 0.119, 0.120, 0.098, -0.806, 0.000, 0.175, 0.159, 0.116, 0.126, 0.110, 0.120, -0.770, 0.036, 0.141, 0.147, 0.100, 0.118, 0.102, 0.128, -0.747, 0.025, 0.148, 0.146, 0.114, 0.098, 0.118, 0.098, -0.763, -0.002, 0.147, 0.158, 0.108, 0.113, 0.123, 0.117, -0.172, -0.206, -0.190, 0.719, -0.246, -0.241, -0.204, 0.137, 0.136, 0.129, 0.139, -0.190, -0.196, -0.187, 0.713, -0.241, -0.240, -0.200, 0.140, 0.133, 0.135, 0.133, -0.164, -0.169, -0.223, -0.188, -0.130, 0.098, 0.101, 0.108, 0.113, 0.116, 0.118, 0.109, 0.111, -0.168, -0.150, -0.204, -0.159, -0.220, 0.108, 0.111, 0.102, 0.103, 0.117, 0.113, 0.127, 0.119],
  "relative_energy_ev": 9.141,
  "total_charge": -1,
  "orbital_gap_ev": 9.2,
  "lumo_energy_ev": 1.28
}

---

Number 1: HOMO -4.736 eV. Number 2: HOMO -7.890 eV.